# 1
This record from the OMol25 dataset describes C4H14FNTa as an isolated structure. The level of theory is ωB97M-V/def2-TZVPD.

XYZ file:
```
21
Properties=species:S:1:pos:R:3:forces:R:3:mulliken_charge:R:1
N -1.03177 1.77343 2.73913 -0.1 0.4 0.4 -0.5450
C -0.90084 1.77967 1.28790 0.3 -0.5 -0.1 -0.8256
Ta 0.88286 1.23725 0.08131 -0.1 0.3 0.5 0.5113
C 0.61531 -0.90568 -0.41631 0.0 -0.5 -0.7 -1.2826
C -0.20660 -1.44235 -1.60135 -0.1 0.0 0.0 -0.1903
C -0.32826 -2.95010 -1.47052 0.2 0.3 0.3 -0.3648
F -1.10277 -3.54612 -2.47197 -0.1 0.0 -0.2 -0.3264
H -1.80052 2.35499 3.06614 0.0 -0.1 -0.1 0.1932
H -0.19872 2.14360 3.18287 0.1 -0.2 -0.2 0.2459
H -1.12532 2.74434 0.78615 0.0 0.0 0.1 0.2810
H -1.64408 1.05616 0.88530 0.2 0.1 -0.1 0.2818
H 0.38741 1.78042 -1.65246 0.1 0.1 0.0 -0.2894
H 1.32416 3.03784 0.15699 0.1 -0.1 -0.4 -0.0391
H 1.68999 1.07805 1.74343 0.0 0.2 0.0 -0.2791
H 2.71764 1.26229 -0.18780 -0.6 -0.1 0.4 -0.1188
H 0.17815 -1.30992 0.52029 0.1 0.2 0.0 0.3750
H 1.63500 -1.32993 -0.45812 -0.1 0.1 0.0 0.3369
H 0.23970 -1.17144 -2.56531 0.1 -0.1 0.2 0.2862
H -1.20471 -0.98366 -1.61506 0.1 -0.2 0.1 0.2259
H 0.66421 -3.41431 -1.50313 -0.1 0.0 -0.1 0.2500
H -0.79085 -3.19451 -0.50748 0.0 -0.1 -0.1 0.2739
```
Forces are in eV/Å.

- multiplicity = 1
- E_HOMO (eV) = -4.41
- Kohn-Sham gap (eV) = 8.04
- energy relative to the best compared isomer or geometry (same formula, charge and spin) (kJ/mol) = 100.0
- DFT total energy (hartree) = -372.2582
- net charge = -1

# 2
This record from the OMol25 dataset describes a 2-piece molecular cluster, C4H14N overall. The level of theory is ωB97M-V/def2-TZVPD.

XYZ file:
```
19
Properties=species:S:1:pos:R:3:forces:R:3:mulliken_charge:R:1
C 0.80558 -0.32194 0.96456 0.1 0.7 -0.5 0.0244
C 2.27004 -0.46714 1.25728 2.9 0.3 1.7 -1.1797
N 0.41250 1.11245 1.45366 2.5 -0.3 0.3 -0.4256
H 0.72792 -0.50212 -0.13366 -0.8 0.9 0.8 0.0734
H 0.11816 -0.99615 1.47579 0.3 0.0 0.1 0.4120
H 2.72460 0.31283 2.01198 -1.4 -1.6 -0.6 0.3219
H 2.98034 -0.15535 0.40483 -1.4 -1.3 0.8 0.3321
H 1.11393 1.78039 1.06429 -0.8 -0.4 -0.1 0.3767
H -0.50766 1.42172 1.20879 -0.9 0.2 0.0 0.3206
H 0.64010 1.17416 2.49027 -0.9 -0.3 -1.3 0.3866
H 2.42992 -1.51681 1.72343 0.3 1.8 -1.2 0.2997
C -2.10825 -0.78455 -1.26465 4.1 3.7 2.2 -0.7284
C -1.31443 0.30924 -2.11491 -3.7 0.2 -1.0 -0.9551
H -2.71220 -1.36376 -1.80640 -2.4 -2.0 -2.3 0.4248
H -1.33122 -1.43807 -0.79964 -0.9 0.4 0.0 0.1485
H -2.67439 -0.19362 -0.56048 -0.3 -0.5 0.8 0.2060
H -1.80078 1.34099 -2.33422 0.8 -1.5 1.4 0.2815
H -1.48623 -0.06872 -3.08584 0.7 -0.5 -1.5 0.3371
H -0.28792 0.35646 -1.95511 1.7 0.3 0.4 0.3437
```
Forces are in eV/Å.

- multiplicity = 1
- E_HOMO (eV) = -14.59
- Kohn-Sham gap (eV) = 10.79
- energy relative to the best compared isomer or geometry (same formula, charge and spin) (kJ/mol) = 189.2
- DFT total energy (hartree) = -215.2368
- net charge = +1

# 3
This record from the OMol25 dataset describes a 2-piece molecular cluster, C4H14N overall. The level of theory is ωB97M-V/def2-TZVPD.

XYZ file:
```
19
Properties=species:S:1:pos:R:3:forces:R:3:mulliken_spin:R:1
C -1.35454 -1.50795 0.82963 0.3 1.3 -0.7 -0.0007
C -1.30082 -1.48795 -0.70374 0.7 -0.2 0.6 0.0007
N 0.02363 -1.21324 1.45079 0.4 -1.1 -1.0 0.0022
H -1.96728 -0.65995 1.11791 -0.4 -0.4 0.5 -0.0001
H -1.69675 -2.44737 1.18691 -0.3 -0.6 0.6 0.0001
H -1.40403 -0.46876 -1.06838 -0.4 -0.1 -0.2 0.0003
H -2.08064 -2.16168 -1.03539 -0.3 0.3 -0.4 0.0000
H 0.11398 -0.31482 1.90358 -0.2 0.1 0.4 0.0000
H 0.39144 -1.94194 2.07037 -0.4 0.0 0.3 0.0004
H 0.65775 -1.24882 0.64854 0.2 0.1 0.2 -0.0015
H -0.37525 -1.89857 -1.12269 0.0 -0.1 0.2 -0.0008
C 1.50401 1.93469 -1.24651 0.7 -0.7 1.5 0.3407
C 0.74446 1.86500 0.00442 -1.3 -0.7 -1.2 0.0367
H 0.91166 1.52153 -2.13443 -0.3 0.7 -0.1 0.1819
H 1.62768 2.91119 -1.80950 0.0 0.3 -0.9 0.1973
H 2.53242 1.58599 -1.11619 0.2 0.4 -0.1 0.0284
H 0.87674 0.87341 0.47418 0.5 0.7 0.4 0.0770
H -0.32834 1.98820 -0.14422 0.1 0.3 0.0 0.0009
H 1.12389 2.67102 0.69471 0.4 -0.3 0.0 0.1363
```
Forces are in eV/Å.

- multiplicity = 2
- E_HOMO (spin up / spin down) (eV) = -20.89 / -20.89
- Kohn-Sham gap (spin up / spin down) (eV) = 13.63 / 5.85
- energy relative to the best compared isomer or geometry (same formula, charge and spin) (kJ/mol) = 122.6
- DFT total energy (hartree) = -214.7280
- net charge = +2
- <S²> = 0.753

# 4
This record from the OMol25 dataset describes a 2-piece molecular cluster, C4H14N overall. The level of theory is ωB97M-V/def2-TZVPD.

XYZ file:
```
19
Properties=species:S:1:pos:R:3:forces:R:3:mulliken_spin:R:1
C 1.39156 -0.56741 1.36096 -0.2 0.4 0.6 0.0664
C -0.88150 1.61113 -0.90046 0.4 0.6 -0.4 0.0583
C 0.36902 1.04663 -0.29525 -1.9 -0.7 0.7 0.1134
C 0.26999 0.39775 1.03828 1.3 -0.4 -1.1 0.1438
H 1.38969 -1.41518 0.66542 0.1 0.1 -0.1 0.0213
H 1.30020 -0.94157 2.37963 0.0 0.0 0.0 0.0026
H 2.38244 -0.10010 1.27873 0.0 -0.1 -0.1 0.0247
H -0.66280 2.04492 -1.87518 0.0 0.1 0.0 -0.0011
H -1.34136 2.40213 -0.28980 0.0 -0.1 0.1 0.0305
H -1.67554 0.86760 -1.05071 -0.1 0.0 0.2 0.0266
H 1.12165 1.89136 -0.10859 0.4 -0.1 -0.3 0.1752
H 0.90079 0.40600 -1.03366 0.8 0.6 0.1 0.0774
H 0.29253 1.25265 1.80192 -0.2 -0.2 0.4 0.1683
H -0.73504 -0.01412 1.28435 -0.3 0.7 0.3 0.0869
N -0.90592 -1.94448 -0.93690 0.3 -0.2 0.0 0.0057
H -0.29075 -2.69632 -1.27279 -0.1 -0.1 -0.1 0.0005
H -1.88249 -2.18397 -1.14419 0.0 0.0 0.1 0.0008
H -0.74839 -1.83040 0.06614 -0.3 -0.3 0.0 0.0002
H -0.64349 -1.06855 -1.38995 -0.2 -0.1 -0.3 -0.0014
```
Forces are in eV/Å.

- multiplicity = 2
- E_HOMO (spin up / spin down) (eV) = -21.39 / -21.18
- Kohn-Sham gap (spin up / spin down) (eV) = 13.52 / 6.28
- energy relative to the best compared isomer or geometry (same formula, charge and spin) (kJ/mol) = 85.1
- DFT total energy (hartree) = -214.7423
- net charge = +2
- <S²> = 0.753

- What is the formula in the third record?
  C4H14N

- Which value of multiplicity does entry 2 give?
  1

- The highest DFT total energy belongs to which entry?
  number 3